*one*
Formula: C10H16O
Source: the OMol25 dataset
Level of theory: ωB97M-V with the def2-TZVPD basis set

Results
HOMO = -8.484 eV
Total charge = 0
SMILES string = CCc1ccc(O)cc1.CC
Frontier orbital gap = 9.34 eV
LUMO level = 0.85 eV

Geometry (Å):
C (-2.82918, -2.05159, 0.67714)
C (-1.57818, -1.24111, 1.01797)
C (-1.23855, -0.20183, -0.04368)
C (-0.80978, -0.62673, -1.29822)
C (-0.24946, 0.26909, -2.19179)
C (-0.32540, 1.62521, -1.88971)
O (0.06475, 2.59714, -2.79146)
C (-0.73743, 2.07764, -0.65471)
C (-1.16881, 1.14007, 0.29455)
H (-2.69479, -2.63161, -0.23181)
H (-3.62945, -1.34810, 0.44154)
H (-3.18671, -2.64211, 1.52160)
H (-1.74740, -0.72491, 1.96341)
H (-0.69294, -1.86638, 1.15943)
H (-0.91391, -1.66906, -1.54660)
H (0.14884, -0.03975, -3.14548)
H (-0.00779, 2.27369, -3.70481)
H (-0.79398, 3.13968, -0.44485)
H (-1.31445, 1.43893, 1.31892)
C (3.25621, -0.52166, 0.77036)
C (2.68720, 0.64400, 1.59943)
H (3.92156, -1.16437, 1.35791)
H (2.44057, -1.15760, 0.44059)
H (3.81773, -0.12972, -0.07067)
H (1.59751, 0.61318, 1.64546)
H (3.02261, 1.57592, 1.14696)
H (2.96123, 0.62199, 2.65849)


*two*
Formula: C10H16O
Source: the OMol25 dataset
Level of theory: ωB97M-V with the def2-TZVPD basis set

Results
HOMO = -8.388 eV
Total charge = 0
SMILES string = Cc1ccc(O)cc1.CCC
Frontier orbital gap = 9.26 eV
LUMO level = 0.88 eV

Geometry (Å):
C (1.16080, 2.10658, 1.71454)
C (1.43950, 1.33037, 0.44927)
C (0.95147, 1.71960, -0.78786)
C (1.15758, 0.92888, -1.90738)
C (1.86792, -0.24744, -1.79857)
O (2.13093, -0.92517, -2.95936)
C (2.35223, -0.66108, -0.56103)
C (2.18036, 0.15720, 0.53533)
H (2.07934, 2.38515, 2.23675)
H (0.59472, 1.44988, 2.38274)
H (0.54586, 2.98058, 1.51581)
H (0.36288, 2.62612, -0.87732)
H (0.86858, 1.22589, -2.90554)
H (2.69105, -1.68127, -2.75210)
H (2.87128, -1.60661, -0.44334)
H (2.60964, -0.10286, 1.49690)
C (-1.47835, -1.71929, -0.32079)
C (-2.30471, -1.36049, 0.93959)
C (-3.29633, -0.19856, 0.73334)
H (-0.46614, -2.03634, -0.05970)
H (-1.36687, -0.78316, -0.87723)
H (-1.92057, -2.54649, -0.86865)
H (-2.83087, -2.23348, 1.33151)
H (-1.59983, -1.09135, 1.72636)
H (-4.32827, -0.54091, 0.65329)
H (-3.21497, 0.47951, 1.58200)
H (-3.05724, 0.34475, -0.17858)


*three*
Formula: C10H16O
Source: the OMol25 dataset
Level of theory: ωB97M-V with the def2-TZVPD basis set

Results
HOMO = -8.785 eV
Total charge = 0
SMILES string = Cc1ccc(O)cc1.CCC
Frontier orbital gap = 9.60 eV
LUMO level = 0.82 eV

Geometry (Å):
C (-0.51317, -0.71740, -2.50163)
C (0.15076, -0.83282, -1.15449)
C (-0.14630, -1.89526, -0.34189)
C (0.61616, -2.08038, 0.88153)
C (1.43602, -1.04935, 1.32938)
O (1.85581, -1.09186, 2.66876)
C (1.77768, -0.10704, 0.42318)
C (1.02964, 0.12337, -0.73182)
H (0.19867, -0.13421, -3.23279)
H (-1.34066, -0.10032, -2.52153)
H (-0.72150, -1.82139, -2.98007)
H (-0.90854, -2.64661, -0.76545)
H (0.52960, -3.00171, 1.49398)
H (2.79507, -1.35428, 2.76611)
H (2.59722, 0.63720, 0.77756)
H (1.05089, 1.11292, -1.13905)
C (-2.85395, 1.61067, -0.32971)
C (-1.40076, 1.74918, -0.38592)
C (-0.92313, 2.99729, 0.26642)
H (-3.16159, 1.26116, -1.33202)
H (-3.42582, 2.48855, -0.27870)
H (-3.25489, 1.10712, 0.55698)
H (-0.75717, 1.05100, 0.33566)
H (-0.92443, 1.37462, -1.30436)
H (-0.95593, 3.95389, -0.39949)
H (-1.63887, 3.05063, 1.15736)
H (0.03382, 2.96672, 0.78544)


*four*
Formula: C10H16O
Source: the OMol25 dataset
Level of theory: ωB97M-V with the def2-TZVPD basis set

Results
HOMO = -8.218 eV
Total charge = 0
SMILES string = Cc1ccc(O)cc1.CCC
Frontier orbital gap = 9.02 eV
LUMO level = 0.80 eV

Geometry (Å):
C (-2.24532, -2.17767, 1.05153)
C (-0.91218, -1.52919, 1.30033)
C (-0.81683, -0.44012, 2.19666)
C (0.42620, 0.07796, 2.52447)
C (1.59190, -0.48799, 1.90961)
O (2.75883, 0.12489, 2.17516)
C (1.43965, -1.52890, 1.02485)
C (0.22102, -2.17969, 0.85110)
H (-3.07866, -1.52603, 1.27074)
H (-2.26814, -3.09022, 1.66366)
H (-2.28202, -2.50827, 0.00388)
H (-1.67526, 0.08632, 2.60478)
H (0.46795, 0.90541, 3.24535)
H (3.62285, -0.24565, 1.98756)
H (2.31814, -1.82985, 0.47977)
H (0.19607, -3.08187, 0.26206)
C (1.01148, 2.45369, -1.73997)
C (0.13404, 1.78492, -2.86981)
C (-1.03250, 0.99541, -2.23136)
H (1.50548, 1.65234, -1.18572)
H (0.26993, 2.87265, -1.10558)
H (1.66210, 3.17735, -2.24729)
H (-0.20298, 2.58121, -3.51295)
H (0.80438, 1.21012, -3.49455)
H (-1.83211, 1.09868, -2.93532)
H (-0.57011, 0.06885, -1.89128)
H (-1.51391, 1.53565, -1.33766)


Most stable pick: *two*. Distance to second place: 0.091 eV.


*one*
Formula: C10H16O
Source: the OMol25 dataset
Level of theory: ωB97M-V with the def2-TZVPD basis set

Results
HOMO = -8.388 eV
Total charge = 0
SMILES string = Cc1ccc(O)cc1.CCC
Frontier orbital gap = 9.23 eV
LUMO level = 0.84 eV

Geometry (Å):
C (0.91528, 1.26503, -2.86498)
C (0.03639, 0.36342, -2.05668)
C (0.39933, -0.97476, -2.26189)
C (-0.35314, -1.94316, -1.61046)
C (-1.40192, -1.57628, -0.76410)
O (-2.11075, -2.43687, -0.00162)
C (-1.76302, -0.25634, -0.57277)
C (-0.97255, 0.78708, -1.03533)
H (1.63162, 1.68277, -2.14923)
H (0.36680, 2.30890, -3.12438)
H (1.52348, 0.97867, -3.76366)
H (1.08491, -1.31915, -3.07574)
H (-0.17244, -3.01099, -1.80684)
H (-2.48769, -3.11080, -0.49890)
H (-2.76419, -0.17278, -0.12501)
H (-1.28764, 1.84355, -0.80050)
C (1.30837, -0.58171, 2.30905)
C (0.05547, 0.40764, 2.15234)
C (0.46300, 1.74537, 2.72924)
H (2.06020, -0.05703, 2.81650)
H (1.50248, -0.89431, 1.33256)
H (1.18275, -1.60973, 2.76308)
H (-0.19782, 0.50794, 1.06708)
H (-0.72497, 0.06554, 2.71559)
H (1.15712, 2.14614, 2.00541)
H (-0.51641, 2.37643, 2.91004)
H (1.06534, 1.46544, 3.71122)


*two*
Formula: C10H16O
Source: the OMol25 dataset
Level of theory: ωB97M-V with the def2-TZVPD basis set

Results
HOMO = -8.280 eV
Total charge = 0
SMILES string = CCc1ccc(O)cc1.CC
Frontier orbital gap = 9.11 eV
LUMO level = 0.83 eV

Geometry (Å):
C (1.96960, -2.70702, 1.71987)
C (1.29416, -1.35707, 2.17389)
C (1.02847, -0.35936, 1.05542)
C (-0.19126, 0.37830, 1.24384)
C (-0.27531, 1.54855, 0.54909)
C (0.82326, 1.86737, -0.30020)
O (0.97079, 3.11064, -0.88095)
C (1.89809, 1.07919, -0.58139)
C (2.11877, -0.01613, 0.29347)
H (2.96864, -2.69445, 1.21333)
H (1.30250, -3.07657, 0.98512)
H (2.11597, -3.53485, 2.29538)
H (0.39264, -1.55812, 2.63589)
H (2.05063, -0.92228, 2.80028)
H (-0.86009, -0.20025, 1.83758)
H (-0.96232, 2.28044, 0.66540)
H (0.18113, 3.57429, -1.16987)
H (2.62629, 1.28211, -1.38005)
H (2.93574, -0.63947, 0.29305)
C (-3.43313, 0.58068, -1.64167)
C (-2.12229, -0.04587, -2.21933)
H (-4.14558, -0.17407, -1.46378)
H (-3.32686, 1.10274, -0.56920)
H (-3.95154, 1.21586, -2.37375)
H (-2.27447, -0.09061, -3.33933)
H (-1.90662, -1.11702, -1.77258)
H (-1.22719, 0.47297, -2.06952)


*three*
Formula: C10H16O
Source: the OMol25 dataset
Level of theory: ωB97M-V with the def2-TZVPD basis set

Results
HOMO = -8.568 eV
Total charge = 0
SMILES string = Cc1ccc(O)cc1.CCC
Frontier orbital gap = 9.40 eV
LUMO level = 0.83 eV

Geometry (Å):
C (1.49501, 1.82733, -0.65442)
C (1.24759, 0.40984, -1.09386)
C (0.15864, 0.09010, -1.90647)
C (-0.10056, -1.21525, -2.29101)
C (0.86392, -2.17646, -2.00099)
O (0.82047, -3.41743, -2.60770)
C (1.91638, -1.90983, -1.14963)
C (2.06057, -0.61723, -0.64470)
H (1.84783, 1.89638, 0.36498)
H (0.60482, 2.45306, -0.71598)
H (2.24828, 2.29460, -1.29415)
H (-0.50680, 0.91246, -2.13552)
H (-1.07648, -1.46295, -2.68211)
H (-0.07407, -3.78702, -2.59512)
H (2.52564, -2.73280, -0.81587)
H (2.89885, -0.46633, 0.02490)
C (-1.25814, 1.03968, 3.25077)
C (-1.21147, 1.15232, 1.70384)
C (-2.09074, 0.06317, 1.06001)
H (-1.36343, 0.01331, 3.58730)
H (-2.12218, 1.62274, 3.57398)
H (-0.36188, 1.49622, 3.67446)
H (-1.44445, 2.15324, 1.40781)
H (-0.18909, 1.03463, 1.34956)
H (-2.99078, 0.44884, 0.58991)
H (-1.54807, -0.40244, 0.23322)
H (-2.34988, -0.72019, 1.76681)


Most stable pick: *three*. Distance to second place: 1.892 eV.


*one*
Formula: C10H16O
Source: the OMol25 dataset
Level of theory: ωB97M-V with the def2-TZVPD basis set

Results
HOMO = -8.344 eV
Total charge = 0
SMILES string = CCc1ccc(O)cc1.CC
Frontier orbital gap = 9.17 eV
LUMO level = 0.82 eV

Geometry (Å):
C (1.87132, -3.28924, 0.09280)
C (1.65057, -1.95794, -0.70693)
C (0.56259, -0.94516, -0.14369)
C (-0.77648, -1.11027, -0.48747)
C (-1.75330, -0.36399, 0.21510)
C (-1.39841, 0.47894, 1.26079)
O (-2.31299, 1.20737, 2.02904)
C (-0.04294, 0.84112, 1.40046)
C (0.93365, 0.12181, 0.74573)
H (2.16345, -3.99794, -0.72270)
H (0.84557, -3.92035, 0.44221)
H (2.53650, -3.16297, 0.87407)
H (2.44542, -1.13352, -0.67208)
H (1.30946, -2.01374, -1.70911)
H (-1.28413, -1.71913, -1.18229)
H (-2.70057, -0.72743, -0.01118)
H (-3.10978, 0.67732, 2.35164)
H (0.21501, 1.37451, 2.29525)
H (1.95950, 0.30698, 0.96098)
C (0.83287, 1.73247, -1.96666)
C (0.02839, 2.91888, -1.69912)
H (1.58935, 2.01332, -2.75890)
H (1.52609, 1.39473, -1.20515)
H (0.16065, 0.92966, -2.36444)
H (-0.54234, 2.94587, -0.69498)
H (-0.66264, 3.02676, -2.55671)
H (0.60281, 3.78729, -1.54508)


*two*
Formula: C10H16O
Source: the OMol25 dataset
Level of theory: ωB97M-V with the def2-TZVPD basis set

Results
HOMO = -8.367 eV
Total charge = 0
SMILES string = CCc1ccc(O)cc1.CC
Frontier orbital gap = 9.25 eV
LUMO level = 0.88 eV

Geometry (Å):
C (-1.70559, -1.07010, -3.17538)
C (-0.99683, -1.65540, -1.89220)
C (0.00931, -0.69246, -1.36309)
C (1.36350, -0.83125, -1.52191)
C (2.31560, 0.07008, -0.96128)
C (1.76971, 1.17505, -0.40164)
O (2.50801, 2.05917, 0.36659)
C (0.39765, 1.53414, -0.44688)
C (-0.48592, 0.58817, -0.87008)
H (-2.78820, -1.10186, -3.03974)
H (-1.67111, -1.81786, -3.96927)
H (-1.26808, -0.11951, -3.44103)
H (-1.80640, -1.75865, -1.16376)
H (-0.57152, -2.62650, -2.13248)
H (1.70180, -1.77373, -1.94432)
H (3.34000, -0.25401, -0.90674)
H (3.42048, 2.14518, 0.09415)
H (0.07406, 2.54345, -0.24043)
H (-1.55630, 0.51762, -0.71578)
C (0.21437, 0.09998, 3.63089)
C (-1.16405, 0.58760, 3.30629)
H (0.79307, 0.43241, 2.75449)
H (0.65739, 0.80280, 4.35166)
H (0.42875, -0.91027, 3.93406)
H (-1.89913, 0.59324, 4.12989)
H (-1.35626, 1.59260, 2.93353)
H (-1.72432, -0.12987, 2.68447)


Most stable pick: *two*. Distance to second place: 1.097 eV.